{"formula": "C36H104O16", "method": "ωB97M-V/def2-TZVPD", "homo_lumo_gap_ev": 9.629, "de_lowest_kcal_mol": 46.5, "total_energy_ha": -2637.70607, "species": ["C", "C", "C", "O", "H", "H", "H", "H", "H", "H", "H", "H", "C", "C", "C", "O", "H", "H", "H", "H", "H", "H", "H", "H", "C", "C", "C", "O", "H", "H", "H", "H", "H", "H", "H", "H", "C", "C", "C", "O", "H", "H", "H", "H", "H", "H", "H", "H", "C", "C", "C", "O", "H", "H", "H", "H", "H", "H", "H", "H", "C", "C", "C", "O", "H", "H", "H", "H", "H", "H", "H", "H", "C", "C", "C", "O", "H", "H", "H", "H", "H", "H", "H", "H", "C", "C", "C", "O", "H", "H", "H", "H", "H", "H", "H", "H", "C", "C", "C", "O", "H", "H", "H", "H", "H", "H", "H", "H", "C", "C", "C", "O", "H", "H", "H", "H", "H", "H", "H", "H", "C", "O", "H", "H", "H", "H", "C", "O", "H", "H", "H", "H", "C", "O", "H", "H", "H", "H", "C", "O", "H", "H", "H", "H", "C", "O", "H", "H", "H", "H", "C", "O", "H", "H", "H", "H"], "coordinates": [[-6.217, 0.453, 0.751], [-4.837, 0.977, 1.152], [-3.908, -0.073, 1.688], [-4.233, 1.418, 0.027], [-6.055, -0.495, 0.238], [-6.791, 1.133, 0.122], [-6.807, 0.238, 1.641], [-4.934, 1.729, 1.935], [-4.372, -0.488, 2.583], [-2.913, 0.226, 2.019], [-3.682, -0.899, 1.014], [-4.371, 0.780, -0.677], [4.473, -2.466, -1.023], [4.049, -1.138, -1.770], [3.360, -1.405, -3.097], [3.065, -0.584, -0.893], [5.156, -3.001, -1.683], [3.687, -3.160, -0.724], [5.034, -2.254, -0.114], [4.835, -0.383, -1.771], [2.613, -2.191, -2.987], [4.087, -1.784, -3.815], [2.846, -0.574, -3.578], [3.360, 0.303, -0.675], [0.541, 5.956, 0.203], [1.362, 5.640, -1.080], [0.728, 6.384, -2.285], [2.587, 6.247, -0.928], [-0.529, 5.755, 0.161], [0.625, 7.005, 0.489], [0.896, 5.267, 0.969], [1.396, 4.563, -1.244], [1.292, 6.302, -3.214], [0.553, 7.441, -2.085], [-0.244, 5.900, -2.381], [3.171, 5.676, -1.432], [1.143, -4.858, -1.016], [1.697, -6.035, -0.198], [1.494, -7.455, -0.828], [3.136, -5.936, -0.100], [0.057, -4.940, -0.992], [1.476, -4.889, -2.054], [1.367, -3.912, -0.522], [1.335, -5.940, 0.826], [1.470, -8.286, -0.124], [2.301, -7.729, -1.508], [0.539, -7.535, -1.346], [3.290, -5.306, 0.608], [-1.416, -0.523, -4.724], [-1.574, -1.917, -4.152], [-0.309, -2.728, -4.150], [-1.906, -1.798, -2.739], [-0.617, 0.000, -4.199], [-2.354, 0.023, -4.628], [-1.110, -0.505, -5.770], [-2.365, -2.421, -4.706], [0.105, -2.949, -5.134], [-0.568, -3.668, -3.664], [0.476, -2.225, -3.585], [-1.131, -1.549, -2.230], [3.084, 3.012, -3.624], [4.271, 3.744, -2.983], [4.582, 5.105, -3.678], [4.017, 3.922, -1.615], [3.429, 2.651, -4.593], [2.213, 3.664, -3.694], [2.931, 2.137, -2.991], [5.141, 3.100, -3.115], [5.458, 5.597, -3.255], [3.679, 5.698, -3.536], [4.874, 4.982, -4.721], [4.056, 3.052, -1.210], [-2.374, 3.403, 5.379], [-1.841, 1.943, 5.179], [-2.962, 0.974, 4.911], [-0.909, 1.861, 4.117], [-3.168, 3.525, 6.116], [-2.866, 3.715, 4.458], [-1.559, 4.117, 5.501], [-1.277, 1.598, 6.046], [-3.694, 0.934, 5.717], [-2.624, -0.045, 4.727], [-3.457, 1.355, 4.017], [-1.267, 2.111, 3.262], [0.275, -0.086, 0.952], [-0.205, 0.180, -0.530], [0.290, 1.488, -1.139], [0.299, -0.901, -1.295], [-0.212, -0.973, 1.357], [-0.013, 0.782, 1.544], [1.346, -0.274, 1.032], [-1.292, 0.147, -0.453], [-0.109, 1.485, -2.153], [1.379, 1.459, -1.084], [-0.124, 2.346, -0.610], [1.243, -1.057, -1.215], [-2.110, -3.832, 0.584], [-3.550, -4.460, 0.561], [-4.557, -3.665, -0.234], [-3.447, -5.722, -0.012], [-1.418, -4.604, 0.921], [-2.116, -2.966, 1.246], [-1.735, -3.435, -0.358], [-3.906, -4.583, 1.584], [-4.626, -2.669, 0.203], [-5.499, -4.214, -0.226], [-4.276, -3.554, -1.281], [-2.719, -6.169, 0.426], [5.143, -2.819, 3.316], [3.830, -3.524, 3.341], [2.677, -2.711, 2.800], [3.934, -4.605, 2.495], [5.947, -3.548, 3.418], [5.228, -2.055, 4.089], [5.343, -2.268, 2.397], [3.675, -3.856, 4.367], [1.734, -3.255, 2.849], [2.824, -2.515, 1.738], [2.459, -1.773, 3.312], [4.750, -5.067, 2.701], [5.303, 1.359, 0.488], [3.978, 1.678, 0.088], [5.656, 2.315, 0.874], [5.335, 0.535, 1.201], [5.975, 1.068, -0.319], [3.504, 1.810, 0.912], [-2.528, 4.239, 1.544], [-2.037, 2.932, 1.372], [-1.757, 4.932, 1.882], [-3.025, 4.690, 0.686], [-3.156, 4.140, 2.429], [-2.562, 2.416, 0.755], [-2.687, 3.527, -2.225], [-4.083, 3.505, -1.823], [-2.100, 2.747, -1.738], [-2.555, 3.543, -3.307], [-2.275, 4.457, -1.834], [-4.215, 2.808, -1.176], [-2.357, -3.089, 3.903], [-3.696, -2.956, 3.559], [-1.964, -4.054, 3.583], [-1.804, -2.260, 3.459], [-2.259, -3.024, 4.987], [-4.229, -3.594, 4.038], [1.929, 3.152, 2.304], [2.570, 1.889, 2.354], [1.061, 3.154, 1.645], [1.534, 3.315, 3.307], [2.662, 3.942, 2.136], [2.241, 1.454, 3.143], [-5.169, -0.728, -2.799], [-4.227, -0.786, -1.693], [-6.190, -1.040, -2.581], [-5.209, 0.258, -3.263], [-4.801, -1.405, -3.569], [-3.422, -1.227, -1.975]]}